{"formula": "O20Pb6S5", "method": "ωB97M-V with the def2-TZVPD basis set", "total_energy_ha": -4652.18788, "homo_lumo_gap_ev": 5.753, "relative_energy_kcal_mol": 125.4, "max_force_ev_per_a": 5.068, "charge": 2, "symbols": ["Pb", "Pb", "Pb", "Pb", "Pb", "Pb", "S", "O", "O", "O", "O", "S", "O", "O", "O", "O", "S", "O", "O", "O", "O", "S", "O", "O", "O", "O", "S", "O", "O", "O", "O"], "coordinates": [[12.3483, 8.9680, 8.5223], [10.9088, 8.3290, 3.9351], [10.2259, 13.9681, 6.9385], [8.6650, 11.2346, 10.4092], [7.7065, 6.9974, 9.2580], [5.4622, 8.6934, 6.0655], [12.1106, 13.0986, 11.2303], [9.3433, 12.7836, 8.6543], [11.8386, 14.4720, 11.0735], [8.5354, 15.0833, 6.8719], [13.4008, 12.8424, 11.8505], [5.7119, 9.4628, 9.0106], [6.6638, 9.2304, 7.8415], [4.4871, 8.8878, 8.4792], [6.2534, 8.5856, 10.2342], [5.6850, 10.7821, 9.5101], [8.7031, 7.7135, 5.8399], [7.2639, 7.4009, 5.8735], [9.2974, 7.2374, 7.0767], [9.4473, 6.8674, 4.6619], [8.7550, 9.1127, 5.5064], [11.7482, 10.9881, 5.8958], [10.3321, 11.5036, 6.0268], [12.6333, 11.5410, 7.0007], [11.5050, 9.5186, 6.3435], [12.4052, 10.7441, 4.5616], [9.9504, 8.4303, 10.7977], [9.0946, 7.5538, 11.5716], [10.8942, 7.4998, 10.1318], [9.1481, 9.0974, 9.7574], [10.7091, 9.4467, 11.4779]], "forces_ev_per_a": [[-0.79, 0.24, -0.35], [0.30, 0.98, 0.41], [-2.72, -2.26, 2.64], [-0.05, 1.85, -1.08], [0.05, 0.85, 0.99], [-0.72, 0.40, 0.07], [2.81, -0.61, 1.49], [1.12, -0.21, -0.28], [-1.21, 1.32, -0.69], [1.11, -0.06, -0.68], [-1.62, -0.73, -0.85], [0.12, -3.02, 3.55], [1.78, 0.21, 0.07], [-0.91, -0.12, -0.54], [-0.02, 0.48, -3.32], [0.43, 1.90, -0.26], [0.72, -2.38, -1.37], [-1.07, -1.73, -0.30], [0.33, 0.54, 0.54], [-1.50, 2.00, 2.23], [1.49, 0.97, -0.75], [1.12, -1.37, 1.21], [2.08, 1.52, -1.26], [-1.45, -0.43, -1.92], [0.16, -2.12, 0.81], [-1.96, 1.57, 2.00], [2.61, -3.57, 2.47], [-1.37, 0.43, -0.02], [1.14, 0.61, -2.29], [-1.83, 0.99, -2.99], [-0.14, 1.75, 0.47]], "mulliken_charge": [1.48, 1.26, 1.28, 1.44, 1.25, 1.31, 0.74, -0.70, -0.37, -0.43, -0.40, 1.29, -0.62, -0.73, -0.67, -0.58, 1.46, -0.67, -0.55, -0.68, -0.61, 1.32, -0.46, -0.72, -0.73, -0.70, 1.27, -0.70, -0.71, -0.42, -0.65]}

=====

{"formula": "C2H3NS2", "method": "ωB97M-V with the def2-TZVPD basis set", "total_energy_ha": -929.08550, "homo_lumo_gap_ev": 7.904, "relative_energy_kcal_mol": 20.0, "max_force_ev_per_a": 4.151, "smiles": "C1=NCSS1", "symbols": ["C", "N", "C", "S", "S", "H", "H", "H"], "coordinates": [[0.8702, 0.2408, -0.9007], [-0.1268, 0.8357, -0.4112], [-0.9028, 0.2385, 0.5704], [-0.0011, -1.2583, 1.4078], [1.6035, -1.1926, -0.2723], [1.4551, 0.6152, -1.6486], [-1.3364, 0.7938, 1.3061], [-1.5618, -0.2731, -0.0515]], "forces_ev_per_a": [[-1.22, -0.36, 2.43], [1.36, 1.51, -0.90], [2.10, -3.38, -1.19], [1.61, 0.69, -1.74], [-1.82, -0.82, 2.21], [1.08, 1.35, -2.28], [-0.91, 1.85, 1.79], [-2.21, -0.84, -0.31]], "mulliken_charge": [0.02, -0.48, -0.40, -0.15, -0.12, 0.38, 0.38, 0.35]}